(1)
Computed, not measured: a structure of composition C20H25As2CoN3S4, with ωB97M-V/def2-TZVPD.

Summary:
Spin multiplicity: 2
Molar mass (Da): 644.49
Orbital gap (alpha / beta) (eV): 7.27 / 7.43
E_HOMO (alpha / beta) (eV): -6.89 / -7.04
Energy above the lowest of the compared OMol25 structures with the same formula, charge and spin (eV): 0.141

Structure (XYZ):
```
55
Properties=species:S:1:pos:R:3:forces:R:3:lowdin_spin:R:1
Co 0.6008 0.0881 0.5412 0.1 -0.2 0.1 1.047
S 3.7302 1.3742 3.4092 0.0 0.0 0.0 -0.002
C 2.6128 0.7808 2.3716 -0.2 0.0 -0.1 0.006
S 0.9742 0.3238 2.7642 0.0 0.0 0.0 -0.051
S 2.8063 0.5375 0.6624 0.0 0.0 0.0 -0.058
C 1.2819 1.0546 -4.6316 0.0 0.0 0.0 0.000
N 1.3749 2.0441 -3.5772 0.0 0.1 0.1 0.001
C 1.8482 3.3374 -3.7126 0.1 -0.1 -0.1 0.000
C 1.8141 3.9051 -2.4983 -0.2 0.0 0.1 0.000
N 1.2721 2.9689 -1.6216 0.2 -0.1 -0.1 0.000
C 1.0288 1.8069 -2.2892 -0.1 0.2 0.0 0.002
S 0.4426 0.3104 -1.7706 0.0 -0.1 0.0 -0.007
C 1.0318 3.2480 -0.2424 0.0 0.0 0.3 0.007
C 2.0320 3.8542 0.5004 0.1 0.0 0.0 -0.001
C 1.7664 4.1435 1.8283 -0.1 -0.1 0.0 0.004
C 0.5218 3.8122 2.3446 0.1 0.0 0.0 0.000
C -0.3914 3.1904 1.5154 0.0 0.1 0.0 0.007
N -0.1532 2.9172 0.2336 -0.2 0.0 -0.2 0.012
H 1.6870 1.4860 -5.5432 0.0 0.0 0.0 0.000
H 0.2436 0.7667 -4.7893 0.0 0.0 0.0 0.000
H 1.8485 0.1665 -4.3561 0.0 0.0 0.0 0.000
H 2.1687 3.7267 -4.6618 0.0 0.0 0.0 0.000
H 2.0770 4.8924 -2.1666 0.0 0.0 0.0 0.000
H 3.0054 4.0277 0.0628 0.0 0.0 0.0 0.000
H 2.5284 4.5798 2.4586 0.0 0.0 0.0 0.000
H 0.2806 3.9853 3.3835 0.0 0.0 0.0 0.000
H -1.3635 2.8955 1.8916 0.0 0.0 0.0 0.000
C -3.0049 0.5724 -0.3729 0.0 0.0 0.0 -0.002
As -1.7070 -0.2907 0.7900 0.0 0.2 0.2 -0.011
C -2.5180 -0.0114 2.5421 0.0 0.0 -0.1 0.000
C -2.0967 -2.1857 0.5662 0.0 -0.1 0.0 -0.002
C -3.4092 -2.6529 0.5660 0.0 0.0 0.0 -0.001
C -3.6728 -4.0069 0.4433 -0.1 0.0 0.0 0.000
C -2.6247 -4.9073 0.3270 0.1 -0.1 0.0 0.000
C -1.3166 -4.4507 0.3313 0.0 0.0 0.0 0.001
C -1.0388 -3.0913 0.4494 0.0 0.1 0.0 0.004
As 0.7830 -2.3741 0.4226 0.1 0.0 -0.1 0.026
C 1.5402 -3.3829 -1.0716 0.0 0.0 0.1 0.011
C 1.5924 -3.3043 1.9249 0.0 0.0 0.0 0.005
H -4.0268 0.3208 -0.0932 0.0 0.0 0.0 0.000
H -2.8136 0.2714 -1.4011 0.0 0.0 0.0 0.000
H -2.8500 1.6481 -0.2926 0.0 0.0 0.0 0.000
H -3.5511 -0.3573 2.5476 0.0 0.0 0.0 0.000
H -2.4815 1.0445 2.8024 0.0 0.0 0.0 0.000
H -1.9424 -0.5697 3.2793 0.0 0.0 0.0 0.000
H -4.2351 -1.9573 0.6620 0.0 0.0 0.0 0.000
H -4.6953 -4.3623 0.4402 0.0 0.0 0.0 0.000
H -2.8295 -5.9663 0.2347 0.0 0.0 0.0 0.000
H -0.5042 -5.1629 0.2392 0.0 0.0 0.0 0.000
H 1.0283 -3.0996 -1.9900 0.0 0.0 0.0 0.000
H 1.4541 -4.4583 -0.9184 0.0 0.0 0.0 0.002
H 2.5920 -3.1133 -1.1611 0.0 0.0 0.0 0.000
H 1.4619 -4.3826 1.8409 0.0 0.0 0.0 0.001
H 1.1427 -2.9353 2.8444 0.0 0.0 0.0 0.000
H 2.6537 -3.0581 1.9407 0.0 0.0 0.0 0.000
```
Positions in Å, forces in eV/Å.

=====

(2)
Computed, not measured: a cluster of 2 separate species, C5H11NO in total in a non-equilibrium geometry, with ωB97M-V/def2-TZVPD.

Summary:
Molar mass (Da): 101.15
Orbital gap (eV): 9.78
E_HOMO (eV): -9.23
Energy above the lowest of the compared OMol25 structures with the same formula, charge and spin (eV): 2.549

Structure (XYZ):
```
18
Properties=species:S:1:pos:R:3:forces:R:3:mulliken_charge:R:1
H -0.6891 1.3177 -0.7998 1.7 -0.4 0.1 0.254
N 0.3471 1.5364 -0.8349 0.5 -1.3 1.4 -0.776
C 1.1720 0.7072 -0.2379 -2.4 1.4 -1.6 0.653
C 2.6252 1.0165 -0.2423 0.3 -1.4 0.7 -1.069
C 0.7336 -0.5806 0.4043 0.0 -0.3 1.2 0.985
C 1.4661 -1.3554 1.2335 0.6 1.3 -1.1 -1.295
O -0.6076 -0.8129 0.2426 -0.4 -1.6 1.2 -0.409
H 3.1405 0.3284 0.4147 0.2 0.0 0.2 0.223
H 2.9795 1.9875 -0.0308 -0.4 1.4 0.6 0.357
H 3.0275 0.8337 -1.1955 0.4 -0.5 -1.6 0.299
H 1.0699 -2.0352 1.9198 -1.2 -1.3 0.5 0.261
H 2.5303 -1.3403 1.3649 0.3 0.7 -0.3 0.202
H -0.8783 -1.6365 0.7847 0.8 2.0 -1.3 0.299
C -3.4121 0.0327 -0.5872 -0.1 -0.4 -0.6 -0.929
H -2.9365 0.2243 0.3862 -0.8 0.8 -0.3 0.224
H -4.5355 -0.0806 -0.6091 1.4 0.0 0.4 0.279
H -3.1572 0.7551 -1.3988 0.0 -0.3 0.9 0.227
H -2.8752 -0.8980 -0.8145 -0.7 0.0 -0.5 0.215
```
Positions in Å, forces in eV/Å.

=====

(3)
Computed, not measured: the molecule C4H6N2 in a non-equilibrium geometry, with ωB97M-V/def2-TZVPD.

Summary:
Molar mass (Da): 82.11
Orbital gap (eV): 10.64
E_HOMO (eV): -9.69
Energy above the lowest of the compared OMol25 structures with the same formula, charge and spin (eV): 1.574

Structure (XYZ):
```
12
Properties=species:S:1:pos:R:3:forces:R:3:mulliken_charge:R:1
N 2.8460 0.0982 -0.9533 -1.1 -0.1 0.7 -0.425
C 1.8930 -0.0391 -0.3075 0.6 0.0 -0.6 0.081
C 0.6759 -0.2589 0.5141 0.1 0.1 0.0 0.250
C -0.3649 0.8936 0.4362 0.0 0.1 0.0 -0.626
C -1.2722 -0.0770 -0.3788 0.6 0.2 0.3 -0.383
N -0.3365 -1.1796 -0.0330 0.1 -0.1 -0.3 -0.482
H 1.0010 -0.5415 1.5240 0.0 0.1 -0.2 0.273
H -0.7680 1.1589 1.4168 0.1 -0.1 -0.2 0.225
H -0.0192 1.8045 -0.0601 -0.1 -0.2 0.0 0.304
H -1.3707 0.1759 -1.4455 0.1 -0.1 0.3 0.259
H -2.2458 -0.2344 0.0655 -0.3 0.0 -0.1 0.264
H -0.0386 -1.8005 -0.7783 0.0 0.2 0.1 0.261
```
Positions in Å, forces in eV/Å.

=====

The records above yield energy values of -8388.49484; -327.03769; -265.47775 Eh, respectively.